Entry 1:
Computed, not measured: a gas-phase ion, C4H4NO3 (charge -1), with ωB97M-V/def2-TZVPD.

Element x y z (Å)
O: -3.2498 0.1493 1.0781
C: -2.6666 -0.1789 0.0918
O: -2.7771 -0.2177 -1.0899
O: -1.2239 -0.7867 0.5593
C: -0.1285 -0.3227 0.0444
N: 0.0969 0.5153 -0.9325
C: 1.5614 0.6440 -0.6324
C: 1.2498 -0.4094 0.5640
H: 1.8466 1.6820 -0.3189
H: 2.0441 0.1169 -1.4729
H: 1.4237 0.0867 1.4957
H: 1.8234 -1.2788 0.6134

Computed properties:
Energy above the lowest of the compared OMol25 structures with the same formula, charge and spin (kJ/mol): 95.41
LUMO energy (hartree): 0.1468
Charge: -1
Structure (SMILES): O=C([O-])OC1=NCC1
Strongest force on any atom (hartree/bohr): 0.057
Calculated total energy (eV): -11845.8558

Entry 2:
Computed, not measured: a molecular structure, C6H6N2O2, with ωB97M-V/def2-TZVPD.

Element x y z (Å)
C: -0.0628 -0.8038 -2.4289
C: 0.1934 0.2963 -2.0629
C: 0.4523 1.1649 1.5399
C: 1.2231 0.5835 0.4833
C: 0.7401 -0.4005 -0.3627
C: -1.2425 -0.5530 1.0400
H: -0.4061 -1.7106 -2.8240
H: 0.5491 1.1467 -1.5566
H: -1.5300 1.0577 2.5020
H: 2.0809 1.2942 0.3575
H: 1.4630 -0.7937 -1.2227
H: -0.9412 -1.5762 -0.7215
N: -0.9452 0.6798 1.6833
N: -0.5055 -0.9704 -0.0767
O: 0.9358 2.0241 2.2207
O: -2.0044 -1.4392 1.4294

Computed properties:
Energy above the lowest of the compared OMol25 structures with the same formula, charge and spin (kJ/mol): 590.82
LUMO energy (hartree): -0.0088
Strongest force on any atom (hartree/bohr): 0.090
Calculated total energy (eV): -13388.5032

Entry 3:
Computed, not measured: 10 unconnected molecules or ions with the total composition C43H81N4O16, with ωB97M-V/def2-TZVPD.

Element x y z (Å)
O: -0.3372 0.3994 0.5747
H: 0.4015 -0.1125 0.8821
C: 2.1811 -0.1622 -5.7856
C: 1.0759 -1.1901 -5.7411
N: 0.9815 -1.8918 -4.4923
C: 0.3776 -1.0643 -3.4950
C: 0.4198 -1.7597 -2.1363
C: 0.5555 -3.2898 -4.6707
C: -0.9514 -3.4367 -4.9368
H: 2.4102 0.0975 -6.8129
H: 3.1110 -0.5725 -5.4295
H: 1.9490 0.7565 -5.2958
H: 0.1245 -0.7471 -6.0322
H: 1.2588 -1.9466 -6.4887
H: 0.9362 -0.0912 -3.4004
H: -0.6502 -0.7867 -3.7882
H: 1.4561 -1.9749 -1.9013
H: 0.0056 -1.0678 -1.3606
H: -0.2114 -2.6448 -2.0716
H: 0.7185 -3.8317 -3.7212
H: 1.2380 -3.6828 -5.4350
H: -1.2839 -3.2013 -5.9883
H: -1.5894 -2.7840 -4.3026
H: -1.2045 -4.5036 -4.7453
C: -6.0853 1.2352 -1.9701
C: -5.8170 0.5564 -3.3365
N: -6.3375 -0.7985 -3.4635
C: -5.6741 -1.7687 -2.6038
C: -4.2495 -2.0522 -2.9643
C: -7.7742 -0.9335 -3.2751
C: -8.3239 -2.0367 -4.1630
H: -5.7416 0.6414 -1.1176
H: -7.1526 1.3350 -1.7779
H: -5.6454 2.2479 -1.8600
H: -6.3391 1.1513 -4.1065
H: -4.7705 0.5653 -3.5657
H: -5.7957 -1.5132 -1.5426
H: -6.1937 -2.7148 -2.7691
H: -3.5950 -1.2290 -2.6972
H: -3.8492 -2.9550 -2.4980
H: -4.0980 -2.1887 -4.0514
H: -8.2113 0.0429 -3.5418
H: -8.0607 -1.0950 -2.2293
H: -8.2673 -1.7565 -5.2146
H: -9.3936 -2.1716 -3.8989
H: -7.7671 -2.9225 -3.9753
C: 5.6412 -2.0618 6.7439
C: 4.8185 -1.8518 5.4740
N: 5.2601 -0.5994 4.8426
C: 5.0326 -0.6661 3.4397
C: 6.0452 -1.3993 2.5848
C: 4.5786 0.5423 5.4376
C: 5.3679 1.8609 5.3538
H: 6.6711 -2.3634 6.4969
H: 5.1782 -2.7874 7.4251
H: 5.7678 -1.1442 7.3107
H: 4.9952 -2.6607 4.7508
H: 3.7398 -1.8310 5.7184
H: 3.9968 -1.0228 3.2622
H: 4.9658 0.3608 3.0507
H: 7.0329 -0.9723 2.7439
H: 6.1391 -2.4373 2.8634
H: 5.6823 -1.3980 1.5694
H: 4.4165 0.3000 6.5249
H: 3.5462 0.6744 5.1017
H: 6.2620 1.7644 5.9722
H: 4.7685 2.6952 5.7496
H: 5.6830 2.1105 4.3345
C: -1.7715 3.6525 -1.6563
C: -1.0541 2.3657 -1.8162
C: -2.0420 1.3251 -2.2736
O: -1.9363 1.4342 -3.7999
C: -0.7652 2.0338 -4.0756
O: -0.4013 2.2982 -5.2558
O: -0.1149 2.4276 -2.9799
H: -2.5405 3.8148 -2.4074
H: -1.1547 4.5589 -1.7369
H: -2.3130 3.5477 -0.6893
H: -0.4776 2.0217 -0.9745
H: -3.0466 1.5270 -1.9214
H: -1.7531 0.2868 -2.0701
C: 2.2009 -2.1357 1.4995
C: 1.2070 -2.8012 2.3859
C: -0.2641 -2.6633 1.9585
O: -0.7428 -4.0134 1.9529
C: 0.2557 -4.8924 2.1289
O: 0.1588 -6.0774 2.0583
O: 1.3679 -4.1742 2.4038
H: 3.2000 -2.4951 1.5917
H: 2.1820 -1.0960 1.8200
H: 1.8949 -2.1608 0.4775
H: 1.3546 -2.5317 3.4320
H: -0.3660 -2.2432 0.9493
H: -0.8563 -2.1164 2.6574
C: 3.2905 2.2627 -3.4361
C: 3.2701 2.0276 -1.9521
C: 2.5603 0.7407 -1.5197
O: 3.4159 0.3258 -0.4474
C: 4.6029 0.8870 -0.5815
O: 5.5862 0.5853 0.0163
O: 4.5692 1.7512 -1.5862
H: 3.6886 1.3657 -3.9168
H: 3.9071 3.0932 -3.7600
H: 2.3239 2.5315 -3.8756
H: 2.7926 2.8251 -1.3245
H: 2.6381 -0.0839 -2.2290
H: 1.5680 0.8322 -1.1060
C: -3.2158 -0.7408 0.1374
C: -3.2842 -0.1829 1.5295
C: -3.2499 1.3031 1.5237
O: -4.6040 1.7172 1.7066
C: -5.3526 0.6354 2.0550
O: -6.5291 0.6313 2.2552
O: -4.5998 -0.4828 2.0590
H: -2.1603 -0.7357 -0.1333
H: -3.8170 -0.1195 -0.5217
H: -3.6331 -1.7608 0.1116
H: -2.5894 -0.5663 2.2562
H: -2.7830 1.6920 0.6243
H: -2.7501 1.7693 2.3644
C: -0.4976 2.7074 4.1044
C: -0.2919 1.3132 3.5729
C: 0.9377 0.6803 4.0417
O: 0.5302 -0.3933 4.9404
C: -0.8172 -0.4621 4.9704
O: -1.4672 -1.3294 5.4674
O: -1.3404 0.4511 4.0792
H: -0.0107 3.4732 3.4820
H: -0.2482 2.8214 5.1590
H: -1.5781 2.9298 4.1026
H: -0.3148 1.2093 2.4703
H: 1.5802 1.3380 4.6362
H: 1.4842 0.2191 3.2243
N: 3.6437 3.4511 2.3842
C: 2.8984 2.4906 1.8466
C: 1.6358 2.7044 1.1984
C: 1.2294 4.0286 1.1009
C: 2.0069 5.0394 1.6093
C: 3.2065 4.6730 2.2815
H: 3.3941 1.5230 1.9939
H: 0.9935 1.8444 0.8437
H: 0.2658 4.2532 0.6197
H: 1.7316 6.0900 1.6291
H: 3.7413 5.4835 2.7799

Computed properties:
LUMO energy (hartree): 0.0769
Charge: -1
Strongest force on any atom (hartree/bohr): 0.087
Calculated total energy (eV): -84626.9174